{"formula": "C10H32N7O6", "method": "ωB97M-V/def2-TZVPD", "symbols": ["C", "O", "H", "H", "H", "C", "C", "O", "H", "H", "H", "H", "H", "H", "C", "O", "N", "N", "H", "H", "H", "H", "C", "O", "N", "N", "H", "H", "H", "H", "C", "O", "N", "N", "H", "H", "H", "H", "C", "C", "C", "O", "C", "N", "H", "H", "H", "H", "H", "H", "H", "H", "H", "H", "H"], "xyz": [[1.03868, 0.04542, 0.41764], [0.99526, -1.28802, 0.79031], [1.93964, 0.60360, 0.77889], [1.22540, -0.02071, -0.67860], [0.17653, 0.70993, 0.63172], [3.73447, 1.25861, -2.15210], [4.79550, 0.76348, -3.09728], [5.64253, -0.17924, -2.45734], [4.08172, 1.88712, -1.33261], [3.29884, 0.38246, -1.66102], [2.89799, 1.74684, -2.65134], [5.42951, 1.58374, -3.46190], [4.32231, 0.31323, -3.97866], [6.40265, -0.35306, -3.01603], [3.35028, -1.89022, 3.62959], [2.74613, -2.90451, 3.34084], [4.15080, -1.80882, 4.72862], [3.56062, -0.88496, 2.72185], [4.12975, -2.55155, 5.39952], [4.51570, -0.91870, 5.01410], [2.90075, -0.80883, 1.94885], [3.94436, -0.05775, 3.14768], [-2.66864, -2.21421, 0.22165], [-2.35303, -2.86535, 1.19686], [-1.75678, -1.57958, -0.58240], [-3.97122, -2.03095, -0.15717], [-2.15458, -0.86303, -1.16316], [-0.81324, -1.50318, -0.17892], [-4.19867, -1.62630, -1.04488], [-4.62174, -2.62740, 0.31986], [0.67609, -3.38997, -1.86137], [0.25600, -4.03818, -0.93306], [1.40626, -2.24634, -1.74907], [0.38193, -3.70830, -3.18261], [1.47471, -1.53180, -2.44514], [1.58459, -2.00969, -0.76390], [-0.25950, -4.46166, -3.33275], [0.62926, -3.02296, -3.86870], [-3.39783, 1.39418, 1.98336], [-3.92332, 2.66292, 1.33460], [-3.90140, 2.53722, -0.17753], [-2.60161, 2.41424, -0.72226], [-1.75438, 3.53511, -0.66882], [-5.28782, 2.96451, 1.80672], [-3.68266, 1.31814, 3.03352], [-2.31570, 1.31296, 1.89668], [-3.82915, 0.53667, 1.45608], [-3.25604, 3.48374, 1.61773], [-4.33197, 3.45397, -0.61801], [-4.45116, 1.68417, -0.57722], [-0.89714, 3.33253, -1.30359], [-1.41370, 3.71213, 0.35597], [-2.29793, 4.42640, -1.00950], [-5.86417, 3.26884, 1.02525], [-5.68487, 2.05311, 2.02902]], "e_homo_ev": -3.4, "orbital_gap_ev": 6.1, "charge": -1}

{"formula": "C10H33BF3N2O12P2", "method": "ωB97M-V/def2-TZVPD", "symbols": ["C", "P", "O", "C", "N", "C", "P", "N", "C", "C", "C", "O", "C", "F", "F", "F", "C", "C", "C", "B", "O", "O", "H", "H", "H", "H", "H", "H", "H", "H", "H", "H", "H", "H", "H", "H", "H", "H", "H", "O", "H", "H", "O", "H", "H", "O", "H", "H", "O", "H", "H", "O", "H", "H", "O", "H", "H", "O", "H", "H", "O", "H", "H"], "xyz": [[0.76491, 3.62143, 3.59025], [-0.08542, 3.56416, 1.96890], [-1.62114, 3.46702, 2.50585], [0.33859, 1.83965, 1.48153], [1.63463, 1.50129, 1.63004], [2.23905, 0.37081, 1.18458], [4.03164, 0.24039, 1.53476], [4.83177, -0.71496, 0.61146], [1.48470, -0.54021, 0.49637], [1.98904, -1.85386, -0.03469], [2.25923, -2.85528, 1.08511], [1.28318, -2.62907, 2.08259], [2.19810, -4.29602, 0.54956], [3.04284, -5.07988, 1.25083], [0.95995, -4.82000, 0.64232], [2.56942, -4.34537, -0.75557], [0.13650, -0.21173, 0.30586], [-0.47073, 0.93806, 0.78553], [-1.93177, 1.19499, 0.51978], [-2.60905, -0.12031, -0.04918], [-2.81055, -0.32509, -1.36893], [-2.89640, -1.16916, 0.82431], [1.14289, 2.65424, 3.92035], [1.58542, 4.33266, 3.55171], [0.02815, 3.93545, 4.32502], [-2.20000, 3.94920, 1.90252], [2.22970, 2.17746, 2.09648], [4.03677, 0.05060, 2.92715], [4.31802, 1.60995, 1.39090], [5.32414, -1.44573, 1.11058], [2.88415, -1.71821, -0.63660], [1.20645, -2.26591, -0.67193], [3.26254, -2.73543, 1.50301], [1.43837, -3.20910, 2.83654], [-0.44763, -0.92954, -0.26007], [-2.05119, 2.02171, -0.18698], [-2.43398, 1.48257, 1.44277], [-2.60425, 0.45369, -1.90308], [-3.82699, -1.13974, 1.08232], [0.70727, 5.09661, -1.00924], [1.19692, 5.75060, -0.50132], [1.01605, 5.21463, -1.91513], [-4.20530, -3.80277, 1.00700], [-3.77103, -4.59243, 0.66537], [-3.48002, -3.20092, 1.20834], [0.86564, 1.20518, -2.68409], [0.86072, 0.28335, -2.96459], [0.90344, 1.18192, -1.72505], [0.78072, 3.12012, -5.00958], [0.76159, 2.38220, -4.38988], [0.93802, 2.72087, -5.87284], [-3.59830, -4.16503, 4.03191], [-3.89858, -4.39569, 3.14393], [-4.25333, -4.54839, 4.62211], [-4.53996, 1.96130, -1.88409], [-4.79322, 1.03350, -1.94489], [-5.24254, 2.43420, -2.34186], [1.53752, 1.68816, -7.87724], [1.71809, 0.86113, -8.33367], [0.76335, 2.04967, -8.32090], [-1.46859, -3.21505, -0.97423], [-2.01400, -2.59432, -0.47781], [-2.01553, -3.46958, -1.72420]], "e_homo_ev": -12.4, "orbital_gap_ev": 8.2, "charge": 1}

{"formula": "C10H34BClN6O4V", "method": "ωB97M-V/def2-TZVPD", "symbols": ["V", "B", "H", "H", "H", "H", "Cl", "C", "C", "C", "O", "C", "N", "H", "H", "H", "H", "H", "H", "H", "H", "H", "H", "H", "C", "C", "C", "O", "C", "N", "H", "H", "H", "H", "H", "H", "H", "H", "H", "H", "H", "C", "O", "N", "N", "H", "H", "H", "H", "C", "O", "N", "N", "H", "H", "H", "H"], "xyz": [[-1.44416, 1.34302, 0.18387], [-0.36269, 3.17906, -0.90655], [-0.57016, 3.81253, -1.75503], [-1.09843, 3.25431, -0.12089], [-0.19589, 2.16070, -1.22177], [0.56989, 3.51889, -0.48342], [-3.94251, 2.17703, 0.74460], [2.75586, 1.48990, 1.10395], [1.93714, 0.85913, -0.08413], [2.68160, -0.22931, -0.78331], [3.27931, -1.21333, 0.13042], [3.99967, -2.16696, -0.58188], [0.67161, 0.27476, 0.26287], [2.43373, 2.51413, 1.29183], [3.79221, 1.63417, 0.79856], [2.83779, 0.89207, 2.01169], [1.76914, 1.63353, -0.83259], [3.50205, 0.18580, -1.36866], [2.11380, -0.80370, -1.51528], [3.46171, -2.55280, -1.44780], [4.41732, -3.03785, -0.07668], [4.89556, -1.74661, -1.03881], [0.43496, -0.39253, -0.45743], [0.80320, -0.25948, 1.10984], [-0.32329, 0.69010, -3.47961], [-1.45848, -0.19917, -2.90905], [-1.23510, -1.66798, -2.51428], [-0.37280, -1.66762, -1.34819], [-0.10685, -2.98949, -0.90003], [-2.18747, 0.51424, -1.85203], [0.15792, 0.47119, -4.43282], [0.54522, 0.85947, -2.84313], [-0.72677, 1.69428, -3.60967], [-2.10155, -0.24689, -3.78785], [-0.81460, -2.17427, -3.38317], [-2.18518, -2.17043, -2.33264], [0.59525, -3.40538, -1.62266], [-0.91829, -3.67253, -0.64878], [0.44148, -2.77784, 0.01792], [-2.96057, -0.11461, -1.68784], [-2.66983, 1.26673, -2.32233], [-0.35456, 2.12070, 3.28370], [-0.76261, 2.08042, 2.12661], [0.50568, 1.30547, 3.75782], [-0.69401, 2.90753, 4.23799], [0.57072, 1.24828, 4.76410], [0.69563, 0.46268, 3.23463], [-0.29634, 2.75788, 5.15427], [-1.30195, 3.69571, 4.06694], [-2.51189, -1.73488, 1.54506], [-2.15781, -0.72442, 1.02597], [-3.61949, -2.38781, 1.23333], [-1.78465, -2.31311, 2.48695], [-3.98857, -2.17740, 0.31703], [-3.58499, -3.29305, 1.67992], [-1.04934, -1.71879, 2.84222], [-2.08766, -3.16545, 2.93618]], "e_homo_ev": [-10.2, -11.8], "multiplicity": 5, "s2": 6.01, "orbital_gap_ev": [7.6, 4.4], "charge": 1}

{"formula": "C10H34BF4N2O6", "method": "ωB97M-V/def2-TZVPD", "symbols": ["B", "F", "F", "F", "F", "C", "C", "O", "H", "H", "H", "H", "H", "H", "O", "H", "H", "O", "H", "H", "O", "H", "H", "C", "C", "C", "O", "C", "N", "H", "H", "H", "H", "H", "H", "H", "H", "H", "H", "H", "C", "C", "C", "O", "C", "N", "H", "H", "H", "H", "H", "H", "H", "H", "H", "H", "H"], "xyz": [[-0.28523, 0.32819, -0.10314], [0.60645, -0.20071, 0.88176], [0.18789, 0.04696, -1.39273], [-1.49869, -0.36673, 0.06325], [-0.45397, 1.67576, 0.16657], [1.30417, 5.60891, -1.98781], [1.38295, 4.22072, -1.35095], [0.48025, 3.35384, -2.03837], [0.25394, 5.89324, -1.95541], [1.64989, 5.61935, -3.02113], [1.98525, 6.24341, -1.42017], [1.04612, 4.25305, -0.31283], [2.42750, 3.89634, -1.34013], [0.47070, 2.50254, -1.58645], [-1.56119, 0.44381, -3.47483], [-0.82852, 0.58787, -2.85392], [-2.21546, -0.03245, -2.95416], [-1.98543, 3.87452, 0.82965], [-2.28295, 4.29003, 0.01507], [-1.38197, 3.17069, 0.53515], [2.06187, 1.81625, 2.17193], [2.50694, 1.00351, 2.42692], [1.49174, 1.54997, 1.43710], [1.88321, -2.60715, -4.70912], [2.45565, -2.30025, -3.33622], [3.04614, -0.89118, -3.27676], [4.02406, -0.83938, -2.25223], [4.36207, 0.47030, -1.80162], [1.43645, -2.46445, -2.30354], [2.64685, -2.59947, -5.49392], [0.98381, -2.03304, -4.93551], [1.58482, -3.65702, -4.81163], [3.32171, -2.96083, -3.22406], [2.16779, -0.23471, -3.26323], [3.64081, -0.64639, -4.17066], [5.35579, 0.36775, -1.37613], [3.58823, 0.76800, -1.08965], [4.34717, 1.21082, -2.60747], [1.97292, -2.40892, -1.43699], [0.85478, -1.63520, -2.23259], [-3.49946, -0.49565, 3.49125], [-2.48405, -1.37008, 4.22878], [-2.79227, -2.85503, 4.32966], [-4.12767, -3.01124, 4.77252], [-4.52344, -4.37011, 4.82293], [-1.18733, -1.18113, 3.50898], [-3.10784, 0.51828, 3.48551], [-4.47398, -0.54441, 3.99044], [-3.64739, -0.82156, 2.45947], [-2.41306, -0.87827, 5.20171], [-2.11167, -3.28099, 5.07859], [-2.57272, -3.40693, 3.41006], [-3.85951, -4.88362, 5.52439], [-4.47609, -4.83535, 3.83553], [-5.54716, -4.41913, 5.18578], [-1.37580, -1.21735, 2.51426], [-0.83509, -0.26540, 3.74609]], "e_homo_ev": -6.5, "de_lowest_ev": 0.000, "orbital_gap_ev": 9.3, "charge": -1}